# 1
{"formula": "C14H27InN2O", "method": "wB97M-V/def2-TZVPD", "species": ["C", "H", "H", "H", "C", "H", "H", "C", "H", "H", "H", "C", "C", "C", "C", "C", "C", "C", "C", "C", "C", "In", "H", "H", "H", "H", "H", "H", "H", "H", "H", "H", "H", "H", "H", "H", "H", "N", "C", "N", "O", "H", "H", "H", "H"], "coordinates": [[1.363, 2.326, -0.779], [2.372, 2.817, -0.275], [1.747, 1.846, -1.710], [1.562, 1.518, 1.509], [0.320, 3.444, -0.957], [-0.629, 3.038, -1.388], [0.064, 3.873, 0.021], [0.723, 4.679, -1.928], [-0.163, 5.311, -2.059], [1.538, 5.228, -1.447], [1.038, 4.238, -2.874], [-0.943, -1.969, 0.174], [-1.580, -1.122, -0.753], [-0.594, -0.690, -1.698], [0.657, -1.254, -1.310], [0.429, -2.066, -0.151], [1.408, -2.949, 0.492], [1.884, -1.244, -2.143], [-0.858, 0.027, -2.980], [-3.040, -0.822, -0.804], [-1.645, -2.745, 1.217], [0.600, 0.833, 0.216], [2.742, -1.672, -1.606], [1.758, -1.845, -3.062], [2.150, -0.222, -2.459], [2.416, -2.767, 0.127], [1.407, -2.801, 1.574], [1.179, -4.000, 0.299], [-2.472, -2.177, 1.654], [-2.076, -3.661, 0.794], [-0.967, -3.045, 2.016], [-3.245, 0.040, -1.453], [-3.596, -1.688, -1.204], [-3.428, -0.609, 0.204], [-0.112, 0.824, -3.152], [-0.803, -0.672, -3.842], [-1.868, 0.477, -2.996], [1.157, 0.316, 4.302], [0.133, -0.241, 3.592], [-1.065, -0.204, 4.238], [0.286, -0.634, 2.446], [1.075, 0.536, 5.283], [2.088, 0.200, 3.913], [-1.873, -0.613, 3.796], [-1.143, 0.142, 5.163]], "lowdin_charge": [-0.3103, 0.1593, 0.0748, 0.1001, -0.3037, 0.1020, 0.1067, -0.0310, 0.0906, 0.0836, 0.0763, -0.2007, -0.2066, -0.2082, -0.2935, -0.1939, 0.0202, -0.0168, 0.0214, -0.0075, 0.0048, 1.2177, 0.0943, 0.1210, 0.0796, 0.0904, 0.0979, 0.1295, 0.0916, 0.1235, 0.0913, 0.0835, 0.1166, 0.0944, 0.0961, 0.1351, 0.0977, 0.1884, -0.6392, 0.2059, -0.0590, 0.1241, 0.1220, 0.1183, 0.1119], "gap_ev": [5.048, 5.839], "e_above_lowest_kcal_mol": 93.8, "spin_multiplicity": 1, "homo_energy_ha": [-0.55455, -0.55213], "charge": 2, "lumo_ev": [-10.04, -9.19], "energy_ha": -923.78645}

# 2
{"formula": "C3H11N2OS", "method": "wB97M-V/def2-TZVPD", "species": ["N", "C", "O", "H", "H", "H", "H", "C", "C", "S", "N", "H", "H", "H", "H", "H", "H", "H"], "coordinates": [[1.273, -2.235, 0.880], [0.314, -1.861, 1.913], [0.680, -0.815, 2.798], [1.375, -1.406, 0.305], [2.184, -2.480, 1.260], [-0.602, -1.569, 1.383], [0.126, -2.824, 2.450], [-0.570, 1.817, -1.442], [-0.401, 0.849, -0.337], [1.210, 1.044, 0.462], [-1.483, 1.318, -2.491], [-1.015, 2.773, -1.092], [0.426, 1.958, -1.863], [-1.180, 1.031, 0.400], [-0.490, -0.183, -0.796], [1.106, -0.077, 2.257], [-1.838, 2.113, -3.067], [-1.113, 0.548, -3.020]], "lowdin_charge": [-0.0263, -0.4122, -0.1866, -0.0401, 0.0540, 0.0878, 0.1003, -0.4390, -0.7319, 0.3353, -0.0512, 0.1075, 0.0558, 0.0491, 0.0655, -0.0651, 0.0585, 0.0386], "gap_ev": 7.035, "e_above_lowest_kcal_mol": 13.9, "spin_multiplicity": 1, "homo_energy_ha": -0.11165, "charge": -1, "lumo_ev": 4.00, "energy_ha": -703.86202}

# 3
{"formula": "C15H20NO18", "method": "wB97M-V/def2-TZVPD", "species": ["N", "O", "O", "O", "C", "C", "O", "C", "O", "O", "H", "H", "H", "H", "C", "C", "O", "C", "O", "O", "H", "H", "H", "H", "C", "C", "O", "C", "O", "O", "H", "H", "H", "H", "C", "C", "O", "C", "O", "O", "H", "H", "H", "H", "C", "C", "O", "C", "O", "O", "H", "H", "H", "H"], "coordinates": [[11.215, 35.738, 13.059], [11.533, 34.838, 13.898], [10.449, 35.378, 12.115], [11.691, 36.923, 13.167], [10.789, 36.310, 9.135], [10.930, 37.529, 8.304], [11.136, 37.189, 6.920], [11.008, 35.895, 6.755], [11.349, 35.268, 5.652], [10.764, 35.358, 7.906], [9.839, 36.538, 9.534], [11.581, 36.184, 9.802], [11.704, 38.204, 8.988], [10.003, 38.183, 8.328], [9.529, 39.389, 16.811], [10.395, 39.510, 15.593], [11.666, 39.430, 16.162], [11.632, 38.974, 17.349], [12.607, 38.610, 17.984], [10.354, 38.821, 17.707], [8.675, 38.672, 16.605], [9.259, 40.355, 17.046], [10.354, 40.333, 14.668], [10.014, 38.688, 14.842], [13.365, 35.341, 16.323], [14.508, 35.511, 15.441], [15.446, 35.914, 16.425], [15.006, 36.009, 17.662], [15.517, 36.438, 18.621], [13.827, 35.450, 17.663], [12.845, 34.259, 16.134], [12.654, 36.239, 16.136], [14.376, 36.376, 14.659], [14.580, 34.714, 14.741], [8.940, 32.667, 11.438], [8.602, 32.989, 12.953], [7.440, 33.939, 12.879], [7.370, 34.301, 11.627], [6.607, 35.207, 11.250], [7.973, 33.474, 10.739], [8.796, 31.475, 11.191], [9.963, 33.096, 10.930], [9.466, 33.373, 13.466], [8.203, 31.917, 13.489], [8.294, 38.410, 12.798], [7.189, 38.684, 11.804], [6.256, 39.384, 12.577], [6.741, 39.719, 13.858], [6.242, 40.429, 14.643], [7.875, 38.961, 14.053], [9.291, 38.540, 12.323], [8.441, 37.210, 12.781], [6.861, 37.840, 11.440], [7.703, 39.239, 11.074]], "lowdin_charge": [-0.5484, -0.0641, -0.0799, -0.0707, -0.0238, -0.1555, 0.0711, -0.5575, 0.0162, 0.0795, 0.1105, 0.1040, 0.1843, 0.1334, -0.1870, -0.1450, 0.1067, -0.6009, 0.1419, 0.0960, 0.1602, 0.1082, 0.1892, 0.1201, -0.1663, -0.1569, 0.0776, -0.6661, 0.1799, 0.0706, 0.1716, 0.1462, 0.1605, 0.1101, -0.1343, -0.0690, 0.0688, -0.6035, 0.0752, 0.0098, 0.1566, 0.1642, 0.0764, 0.1766, -0.1389, -0.1453, 0.0613, -0.4904, 0.1901, 0.0259, 0.1251, 0.1609, 0.0598, 0.1152], "gap_ev": 9.007, "e_above_lowest_kcal_mol": 12.1, "spin_multiplicity": 1, "homo_energy_ha": -0.24904, "charge": -1, "lumo_ev": 2.23, "energy_ha": -1992.43404}

# 4
{"formula": "C19H24N2O2S5W", "method": "wB97M-V/def2-TZVPD", "species": ["W", "O", "C", "S", "C", "C", "S", "S", "S", "C", "C", "C", "N", "C", "S", "N", "C", "O", "C", "C", "C", "C", "C", "C", "H", "H", "H", "H", "H", "H", "H", "H", "H", "H", "H", "H", "H", "H", "C", "C", "C", "C", "C", "H", "H", "H", "H", "H", "H", "H", "H", "H", "H"], "coordinates": [[0.203, 0.291, -0.325], [3.696, -1.397, 3.713], [3.081, -0.661, 3.024], [3.751, 0.015, 1.485], [2.305, 0.803, 0.989], [1.179, 0.679, 1.816], [-0.358, 1.465, 1.548], [1.348, -0.276, 3.264], [2.206, 1.494, -0.597], [-5.579, -3.499, -1.921], [-4.412, -2.632, -1.456], [-3.515, -3.416, -0.515], [-2.259, -2.695, -0.176], [-1.044, -2.915, -0.604], [0.303, -2.011, 0.151], [-0.709, -3.820, -1.505], [-1.603, -4.367, -2.586], [-2.187, -3.553, -3.236], [-1.636, -5.825, -2.719], [-1.026, -6.678, -1.799], [-1.108, -8.047, -1.982], [-1.796, -8.558, -3.077], [-2.409, -7.708, -3.994], [-2.331, -6.341, -3.816], [-6.273, -2.920, -2.530], [-6.140, -3.907, -1.076], [-5.221, -4.337, -2.529], [-4.785, -1.743, -0.933], [-3.828, -2.294, -2.313], [-3.258, -4.392, -0.920], [-4.022, -3.597, 0.432], [-2.332, -1.972, 0.520], [0.281, -3.929, -1.683], [-0.499, -6.284, -0.937], [-0.640, -8.718, -1.272], [-1.856, -9.630, -3.218], [-2.942, -8.115, -4.844], [-2.798, -5.660, -4.520], [-1.916, 2.095, -2.815], [-1.427, 0.637, -2.629], [-2.268, -0.309, -3.486], [0.071, 0.541, -2.993], [-1.560, 0.317, -1.165], [-1.714, 2.412, -3.842], [-1.416, 2.782, -2.136], [-2.993, 2.165, -2.647], [-2.203, 0.003, -4.532], [-3.318, -0.273, -3.184], [-1.923, -1.347, -3.414], [0.203, 0.156, -4.004], [0.607, -0.231, -2.409], [0.580, 1.497, -2.946], [-2.580, 0.273, -0.788]], "lowdin_charge": [0.8152, 0.0523, -0.9148, 1.0624, -1.1394, -1.2087, 0.7492, 1.0185, 0.7320, -0.0724, -0.2442, -0.1311, 0.0752, -0.6506, 0.7363, 0.1334, -0.3401, 0.1291, -0.1698, -0.0196, -0.0436, -0.0266, -0.0339, 0.0036, 0.0867, 0.0882, 0.0808, 0.1184, 0.0690, 0.1195, 0.1434, 0.1349, 0.1461, 0.1147, 0.1197, 0.1236, 0.1228, 0.1295, -0.0223, -0.6621, -0.0303, -0.0947, -0.1891, 0.1084, 0.0887, 0.1022, 0.1109, 0.0940, 0.0652, 0.1241, 0.0351, 0.0756, 0.0848], "gap_ev": 6.628, "e_above_lowest_kcal_mol": 28.9, "spin_multiplicity": 1, "homo_energy_ha": -0.54296, "charge": 2, "lumo_ev": -8.15, "energy_ha": -3055.86386}

What did the first record say?
{"formula": "C14H27InN2O", "method": "wB97M-V/def2-TZVPD", "species": ["C", "H", "H", "H", "C", "H", "H", "C", "H", "H", "H", "C", "C", "C", "C", "C", "C", "C", "C", "C", "C", "In", "H", "H", "H", "H", "H", "H", "H", "H", "H", "H", "H", "H", "H", "H", "H", "N", "C", "N", "O", "H", "H", "H", "H"], "coordinates": [[1.363, 2.326, -0.779], [2.372, 2.817, -0.275], [1.747, 1.846, -1.710], [1.562, 1.518, 1.509], [0.320, 3.444, -0.957], [-0.629, 3.038, -1.388], [0.064, 3.873, 0.021], [0.723, 4.679, -1.928], [-0.163, 5.311, -2.059], [1.538, 5.228, -1.447], [1.038, 4.238, -2.874], [-0.943, -1.969, 0.174], [-1.580, -1.122, -0.753], [-0.594, -0.690, -1.698], [0.657, -1.254, -1.310], [0.429, -2.066, -0.151], [1.408, -2.949, 0.492], [1.884, -1.244, -2.143], [-0.858, 0.027, -2.980], [-3.040, -0.822, -0.804], [-1.645, -2.745, 1.217], [0.600, 0.833, 0.216], [2.742, -1.672, -1.606], [1.758, -1.845, -3.062], [2.150, -0.222, -2.459], [2.416, -2.767, 0.127], [1.407, -2.801, 1.574], [1.179, -4.000, 0.299], [-2.472, -2.177, 1.654], [-2.076, -3.661, 0.794], [-0.967, -3.045, 2.016], [-3.245, 0.040, -1.453], [-3.596, -1.688, -1.204], [-3.428, -0.609, 0.204], [-0.112, 0.824, -3.152], [-0.803, -0.672, -3.842], [-1.868, 0.477, -2.996], [1.157, 0.316, 4.302], [0.133, -0.241, 3.592], [-1.065, -0.204, 4.238], [0.286, -0.634, 2.446], [1.075, 0.536, 5.283], [2.088, 0.200, 3.913], [-1.873, -0.613, 3.796], [-1.143, 0.142, 5.163]], "lowdin_charge": [-0.3103, 0.1593, 0.0748, 0.1001, -0.3037, 0.1020, 0.1067, -0.0310, 0.0906, 0.0836, 0.0763, -0.2007, -0.2066, -0.2082, -0.2935, -0.1939, 0.0202, -0.0168, 0.0214, -0.0075, 0.0048, 1.2177, 0.0943, 0.1210, 0.0796, 0.0904, 0.0979, 0.1295, 0.0916, 0.1235, 0.0913, 0.0835, 0.1166, 0.0944, 0.0961, 0.1351, 0.0977, 0.1884, -0.6392, 0.2059, -0.0590, 0.1241, 0.1220, 0.1183, 0.1119], "gap_ev": [5.048, 5.839], "e_above_lowest_kcal_mol": 93.8, "spin_multiplicity": 1, "homo_energy_ha": [-0.55455, -0.55213], "charge": 2, "lumo_ev": [-10.04, -9.19], "energy_ha": -923.78645}